{
  "formula": "CH3NO2S2",
  "method": "ωB97M-V/def2-TZVPD",
  "symbols": ["C", "N", "O", "O", "S", "S", "H", "H", "H"],
  "coordinates": [[-0.31082, -0.03406, -0.56252], [0.07036, -0.60962, 0.75542], [2.08232, -2.91182, 0.81220], [-0.22799, -1.94271, 0.80148], [0.97428, -0.63876, -1.77691], [0.87774, -2.94033, 0.08781], [-1.20471, -0.55244, -1.07586], [-0.22394, 1.07136, -0.44985], [0.97031, -0.31922, 1.21970]],
  "lowdin_charge": [-0.562, -0.216, -0.461, -0.460, 0.479, 0.910, 0.083, 0.083, 0.144],
  "orbital_gap_ev": [7.60, 6.83],
  "e_tot_ev": -28336.730,
  "multiplicity": 1,
  "relative_energy_kj_mol": 356.2
}